The following is a DFT calculation (wB97M-V/def2-TZVPD) of a molecular structure, CH3NOS at a distorted geometry.

XYZ file:
```
7
Properties=species:S:1:pos:R:3:forces:R:3:mulliken_charge:R:1
C 0.56521 0.42478 -0.39944 -0.1 2.4 -2.7 -0.05
N -0.50617 0.12148 0.55718 1.7 1.7 -0.9 -0.17
O 1.12333 0.82049 0.74673 -0.5 -1.7 1.4 -0.39
S -0.58173 -1.47044 0.81277 0.3 -1.1 1.6 -0.04
H 1.10454 -0.34502 -1.08649 -1.2 0.8 1.4 0.30
H 0.28772 1.38375 -0.94397 0.0 -1.5 -0.3 0.18
H -0.83133 -1.29511 2.14243 -0.3 -0.6 -0.5 0.18
```
Positions in Å, forces in eV/Å.

## Properties
Relative energy (zero: lowest compared OMol25 entry of this formula, charge and spin) ... 437.2 kJ/mol
2S+1 ... 1
Largest force on an atom ... 3.65 eV Å⁻¹
Calculated total energy ... -567.93426 hartree

---

The following is a DFT calculation (wB97M-V/def2-TZVPD) of 2 unconnected molecules or ions with the total composition CH3NOS2 at a distorted geometry.

XYZ file:
```
8
Properties=species:S:1:pos:R:3:forces:R:3:mulliken_charge:R:1
C -0.96930 0.73300 0.86886 -0.9 -1.2 2.3 0.17
N -0.28334 -0.02945 1.60275 -0.2 0.7 0.8 -0.53
O 1.98258 -1.31525 -0.76716 0.4 -1.2 2.2 -0.42
S -0.15751 -0.14837 -2.18764 -2.9 0.6 -0.7 0.02
S 1.68829 -0.58461 -1.97970 2.5 0.5 -1.9 0.38
H -0.91991 0.73546 -0.20415 0.0 0.6 -0.5 -0.15
H -1.78281 1.15908 1.49273 0.2 0.6 -1.3 0.24
H 0.44199 -0.54987 1.17430 0.9 -0.6 -1.0 0.30
```
Positions in Å, forces in eV/Å.

## Properties
Relative energy (zero: lowest compared OMol25 entry of this formula, charge and spin) ... 95.1 kJ/mol
⟨S²⟩ ... 2.0081
2S+1 ... 3
Largest force on an atom ... 3.19 eV Å⁻¹
Calculated total energy ... -966.12999 hartree

---

The following is a DFT calculation (wB97M-V/def2-TZVPD) of a molecular structure, CH3NOSi at a distorted geometry.

XYZ file:
```
7
Properties=species:S:1:pos:R:3:forces:R:3:mulliken_charge:R:1
C -0.52878 0.07023 1.60201 -1.4 1.4 3.7 0.06
N -0.93389 1.62754 2.69318 0.9 -2.7 -2.4 -0.25
O -0.12038 0.32475 0.47699 0.2 1.8 -0.5 0.01
Si 0.32561 -0.39787 -0.96853 0.0 -0.3 -0.2 0.33
H 1.63976 -0.96393 -0.69459 0.2 -0.1 -0.2 -0.05
H -0.67803 -1.41680 -1.25486 -0.1 -0.1 -0.2 -0.06
H 0.29571 0.75608 -1.85420 0.1 0.0 -0.3 -0.05
```
Positions in Å, forces in eV/Å.

## Properties
Relative energy (zero: lowest compared OMol25 entry of this formula, charge and spin) ... 796.3 kJ/mol
2S+1 ... 1
Largest force on an atom ... 4.21 eV Å⁻¹
Calculated total energy ... -459.10556 hartree

---

The following is a DFT calculation (wB97M-V/def2-TZVPD) of CH3NS2 in the gas phase at a distorted geometry.

XYZ file:
```
7
Properties=species:S:1:pos:R:3:forces:R:3:mulliken_charge:R:1
S 1.85590 0.65768 -0.07809 -2.7 0.0 1.5 -0.13
N -0.03101 0.05377 0.65567 3.5 1.1 0.1 -0.31
C -0.68643 -0.77796 -0.26374 -0.1 -0.8 -2.3 -0.20
S -1.35196 0.88174 -0.06556 -0.3 0.2 -0.5 -0.03
H 1.72907 1.71424 0.79745 0.3 -0.7 -0.7 0.17
H -0.20544 -1.02952 -1.31828 -1.1 0.4 2.5 0.27
H -1.31014 -1.49996 0.27255 0.3 -0.3 -0.7 0.24
```
Positions in Å, forces in eV/Å.

## Properties
Relative energy (zero: lowest compared OMol25 entry of this formula, charge and spin) ... 287.0 kJ/mol
2S+1 ... 1
SMILES ... SN1CS1
Largest force on an atom ... 3.69 eV Å⁻¹
Calculated total energy ... -890.91898 hartree

---

The following is a DFT calculation (wB97M-V/def2-TZVPD) of 2 unconnected molecules or ions with the total composition CH3O2S at a distorted geometry.

XYZ file:
```
7
Properties=species:S:1:pos:R:3:forces:R:3:mulliken_charge:R:1
O -0.52806 -0.69247 -0.38424 0.3 0.3 -0.4 -0.64
C -1.46168 0.05639 0.01578 0.9 -0.1 0.5 0.20
O -2.51917 -0.32232 0.48476 -1.6 0.1 0.3 -0.61
H -1.25679 1.17389 0.04292 0.0 -0.4 -0.3 0.17
S 2.12303 0.45085 -0.11454 2.0 1.1 0.1 -0.47
H 0.84586 0.00967 -0.22346 -1.2 -1.1 -0.2 0.29
H 2.79683 -0.67601 0.17877 -0.5 0.0 -0.1 0.08
```
Positions in Å, forces in eV/Å.

## Properties
Relative energy (zero: lowest compared OMol25 entry of this formula, charge and spin) ... 45.8 kJ/mol
2S+1 ... 1
Charge ... -1
Largest force on an atom ... 2.34 eV Å⁻¹
Calculated total energy ... -588.62512 hartree

---

The following is a DFT calculation (wB97M-V/def2-TZVPD) of a gas-phase ion, CH3O2S (charge -1) at a distorted geometry.

XYZ file:
```
7
Properties=species:S:1:pos:R:3:forces:R:3:mulliken_charge:R:1
O -2.33901 0.71504 0.58464 0.2 -0.3 -0.2 -0.65
S -1.79437 -0.43770 -0.31083 1.9 0.0 0.7 -0.09
C 0.34725 -0.08979 -0.34119 -1.1 -0.1 0.0 -0.45
O 1.64052 -0.67005 0.27439 -2.6 0.3 -1.8 -0.52
H 0.11065 0.90099 0.13212 0.7 -0.6 -0.9 0.18
H 0.38848 -0.17040 -1.45715 0.7 0.4 1.2 0.23
H 1.64648 -0.24809 1.11802 0.1 0.3 1.0 0.30
```
Positions in Å, forces in eV/Å.

## Properties
Relative energy (zero: lowest compared OMol25 entry of this formula, charge and spin) ... 355.2 kJ/mol
2S+1 ... 1
Charge ... -1
SMILES ... [O-]SCO
Largest force on an atom ... 3.11 eV Å⁻¹
Calculated total energy ... -588.50729 hartree